Record 1
{"formula": "C5H12O2", "method": "the ωB97M-V functional and the def2-TZVPD basis", "species": ["C", "C", "C", "O", "C", "C", "O", "H", "H", "H", "H", "H", "H", "H", "H", "H", "H", "H", "H"], "xyz": [[-2.05737, -1.75992, 0.53193], [-1.01588, -0.97755, 1.27692], [-0.15284, -0.08414, 0.78314], [0.73148, 0.50473, 1.63971], [-0.02787, 0.26365, -0.68951], [0.43038, 1.67661, -1.03865], [1.66384, 1.97543, -0.37737], [-1.85889, -2.83842, 0.58694], [-3.05314, -1.60040, 0.96417], [-2.11343, -1.49928, -0.52963], [-0.92920, -1.17248, 2.34454], [1.29194, 1.11753, 1.13332], [-1.00029, 0.12489, -1.17081], [0.65599, -0.44665, -1.16685], [-0.33809, 2.40971, -0.76264], [0.58603, 1.73474, -2.12445], [1.77233, 2.93388, -0.34903], [2.68144, -1.54428, -0.59901], [2.73358, -0.81805, -0.45272]], "homo_energy_ev": -7.996, "lumo_ev": 0.6, "smiles": "C/C=C(/O)CCO.[H][H]", "de_lowest_kcal_mol": 49.7}

Record 2
{"formula": "C5H12O2", "method": "the ωB97M-V functional and the def2-TZVPD basis", "species": ["C", "C", "C", "O", "C", "C", "O", "H", "H", "H", "H", "H", "H", "H", "H", "H", "H", "H", "H"], "xyz": [[2.59955, -0.45785, 0.59238], [1.56493, 0.08055, -0.39114], [0.13685, -0.10302, 0.10966], [0.03138, 0.58689, 1.33820], [-0.88591, 0.42440, -0.90232], [-2.35852, 0.19502, -0.49918], [-2.56332, 0.00874, 0.90609], [3.61981, -0.31031, 0.22169], [2.50379, 0.04786, 1.55676], [2.45431, -1.53199, 0.76048], [1.66866, -0.41613, -1.36427], [1.72436, 1.15419, -0.55648], [-0.03512, -1.18854, 0.26061], [-0.91625, 0.59092, 1.55542], [-0.71049, -0.05702, -1.87382], [-0.68682, 1.49516, -1.03034], [-2.77857, -0.66382, -1.03713], [-2.96636, 1.06534, -0.75879], [-2.40226, -0.92038, 1.11217]], "homo_energy_ev": -9.998, "lumo_ev": 0.8, "smiles": "CC[C@@H](O)CCO", "de_lowest_kcal_mol": 18.2}

Record 3
{"formula": "C5H12O2", "method": "the ωB97M-V functional and the def2-TZVPD basis", "species": ["C", "C", "C", "O", "C", "C", "O", "H", "H", "H", "H", "H", "H", "H", "H", "H", "H", "H", "H"], "xyz": [[-2.41443, 1.08115, 0.58547], [-1.57587, 0.56402, -0.54057], [-0.07389, 0.33803, 0.17490], [-0.16379, 0.26056, 1.58321], [0.54092, -0.91708, -0.46852], [2.04769, -0.90518, -0.64250], [2.63259, -0.97027, 0.65075], [-3.35397, 0.56170, 0.78039], [-1.73120, 0.78348, 1.42860], [-2.53222, 2.16906, 0.60146], [-1.38106, 1.23440, -1.39047], [-1.91505, -0.41557, -0.90442], [0.46868, 1.27163, -0.04989], [0.85988, 0.16816, 1.38563], [0.08103, -0.98671, -1.45693], [0.24166, -1.81128, 0.10105], [2.33728, 0.02685, -1.15187], [2.37323, -1.74683, -1.27365], [3.55850, -0.70609, 0.58737]], "homo_energy_ev": -10.057, "lumo_ev": 0.7, "smiles": "CC[C@@H](O)CCO", "de_lowest_kcal_mol": 62.1}

Record 4
{"formula": "C5H12O2", "method": "the ωB97M-V functional and the def2-TZVPD basis", "species": ["C", "C", "O", "C", "O", "C", "C", "H", "H", "H", "H", "H", "H", "H", "H", "H", "H", "H", "H"], "xyz": [[-1.34124, -0.39246, -1.98471], [-0.96011, -0.58693, -0.72421], [-1.81441, -0.78513, 0.32519], [0.46744, -0.63959, -0.23958], [0.75344, -1.93393, 0.26897], [0.75695, 0.44425, 0.80501], [2.21882, 0.44016, 1.23970], [-2.38918, -0.36275, -2.27584], [-0.60136, -0.26560, -2.76592], [-2.72182, -0.82050, -0.00584], [1.13023, -0.50462, -1.10113], [0.06659, -2.12525, 0.92342], [0.10027, 0.27341, 1.66791], [0.47772, 1.42178, 0.39154], [2.51083, -0.55654, 1.58349], [2.87630, 0.71251, 0.40556], [2.39456, 1.15320, 2.05172], [-2.01065, 2.20821, 0.08191], [-1.91437, 2.31977, -0.64717]], "homo_energy_ev": -9.210, "lumo_ev": 0.8, "smiles": "C=C(O)[C@H](O)CC.[H][H]", "de_lowest_kcal_mol": 46.2}

Record 5
{"formula": "C5H12O2", "method": "the ωB97M-V functional and the def2-TZVPD basis", "species": ["O", "C", "C", "C", "O", "H", "H", "H", "H", "H", "H", "H", "H", "C", "C", "H", "H", "H", "H"], "xyz": [[-1.70322, -0.44329, -0.59321], [-0.67313, -0.91030, 0.24605], [0.71402, -0.91075, -0.40019], [1.72887, -1.60730, 0.47893], [1.30456, -2.94586, 0.64314], [-1.64787, 0.51875, -0.69902], [-0.61609, -0.35772, 1.20879], [-0.96667, -1.94697, 0.44225], [1.07442, 0.10936, -0.59001], [0.66301, -1.42990, -1.36265], [1.78627, -1.09062, 1.45220], [2.72114, -1.56345, 0.00514], [1.92467, -3.37033, 1.24503], [-1.52693, 2.58769, 0.10431], [-0.57809, 2.68541, -0.79265], [-2.55820, 2.85836, -0.13896], [-1.33139, 2.28958, 1.13887], [0.48456, 2.56391, -0.56366], [-0.79996, 2.96340, -1.82438]], "homo_energy_ev": -9.846, "lumo_ev": 0.9, "smiles": "OCCCO.C=C", "de_lowest_kcal_mol": 46.5}

Record 6
{"formula": "C5H12O2", "method": "the ωB97M-V functional and the def2-TZVPD basis", "species": ["C", "C", "C", "C", "C", "O", "H", "H", "H", "H", "H", "H", "H", "H", "H", "H", "O", "H", "H"], "xyz": [[2.58584, 0.32119, 0.02524], [1.06769, 0.19673, 0.16074], [0.48262, 1.36531, 0.98766], [0.40570, 0.08752, -1.21430], [-0.82525, -0.80368, -1.21968], [-0.85696, -1.86360, -0.64165], [2.98606, -0.59191, -0.38394], [3.05219, 0.48193, 0.98876], [2.85418, 1.14412, -0.63093], [0.88791, -0.68390, 0.76494], [0.17691, 1.01662, 1.96256], [1.18452, 2.19124, 1.03004], [-0.33895, 1.83712, 0.43860], [1.08614, -0.26611, -1.99261], [0.11575, 1.07897, -1.56165], [-1.71170, -0.41077, -1.76929], [-2.83226, 0.22511, 1.43798], [-2.36328, 1.06686, 1.54330], [-2.15990, -0.39038, 1.11292]], "homo_energy_ev": -10.114, "lumo_ev": 0.8, "smiles": "CC(C)CC=O.O", "de_lowest_kcal_mol": 24.7}